Record 1
C26H21F4N2O | ωB97M-V/def2-TZVPD

```
54
Properties=species:S:1:pos:R:3:nbo_charge:R:1
F -5.357 3.053 2.452 -0.287
C -5.259 1.772 2.027 0.408
C -5.927 0.763 2.695 -0.218
C -5.832 -0.548 2.265 0.394
F -6.484 -1.531 2.928 -0.284
C -5.076 -0.847 1.157 -0.154
C -4.393 0.152 0.432 -0.163
C -3.664 -0.255 -0.714 0.180
C -2.879 0.442 -1.667 -0.156
C -2.273 -0.318 -2.689 -0.151
C -1.512 0.267 -3.672 0.385
F -0.991 -0.488 -4.667 -0.286
C -1.317 1.637 -3.663 -0.193
C -1.899 2.422 -2.685 0.407
F -1.789 3.772 -2.739 -0.285
C -2.656 1.833 -1.701 -0.151
C -4.502 1.471 0.919 -0.188
H -6.535 1.001 3.548 0.271
H -5.013 -1.876 0.853 0.245
H -3.732 -1.313 -0.909 0.226
H -2.400 -1.385 -2.719 0.243
H -0.728 2.097 -4.435 0.272
H -3.075 2.490 -0.972 0.228
H -4.002 2.288 0.451 0.232
H -1.005 -0.030 1.232 0.170
C -0.115 0.179 1.836 -0.432
H -0.468 0.720 2.722 0.198
C 0.512 -1.111 2.257 -0.259
C 1.750 -1.442 1.905 0.020
N 2.558 -0.587 1.126 -0.443
C 3.748 -1.112 0.492 0.104
C 3.625 -1.942 -0.616 -0.157
C 4.740 -2.457 -1.237 -0.226
C 6.015 -2.165 -0.775 0.006
C 7.208 -2.734 -1.464 -0.633
C 6.137 -1.331 0.331 -0.207
C 5.024 -0.809 0.956 -0.193
C 2.055 0.660 0.758 0.132
C 0.805 1.068 1.053 -0.244
C 0.360 2.365 0.543 0.646
N -0.936 2.773 0.762 -0.852
O 1.151 3.063 -0.082 -0.621
H -0.062 -1.795 2.860 0.216
H 2.177 -2.382 2.207 0.223
H 2.637 -2.164 -0.980 0.204
H 4.627 -3.095 -2.095 0.214
H 8.136 -2.424 -0.983 0.221
H 7.176 -3.825 -1.454 0.227
H 7.248 -2.411 -2.505 0.227
H 7.119 -1.095 0.703 0.219
H 5.123 -0.164 1.812 0.224
H 2.688 1.303 0.174 0.246
H -1.532 2.335 1.448 0.386
H -1.204 3.712 0.523 0.407
```

Summary:
net charge	+1
energy	-1587.282459	Eh
energy above the lowest of the compared OMol25 structures with the same formula, charge and spin	1.681	eV
LUMO	-0.245	Eh
maximum force	0.030	Eh/bohr
Kohn-Sham gap	3.20	eV

=====

Record 2
C26H21N5OPdS3 | ωB97M-V/def2-TZVPD

```
57
Properties=species:S:1:pos:R:3:nbo_charge:R:1
Pd -0.059 0.164 -1.205 0.843
C -0.288 -1.084 2.892 -0.679
C -0.662 -0.753 1.471 0.356
N 0.208 -0.163 0.717 -0.297
N 1.438 0.127 1.339 -0.413
C 2.362 0.464 0.515 -0.067
S 2.254 0.600 -1.200 -0.183
S 3.957 0.804 1.225 0.273
C 4.029 -0.508 2.465 -0.575
C 3.474 -0.214 3.845 0.066
C 3.705 -1.147 4.854 -0.250
C 3.222 -0.945 6.139 -0.198
C 2.499 0.203 6.435 -0.227
C 2.261 1.135 5.435 -0.211
C 2.743 0.927 4.148 -0.237
C -2.010 -1.083 0.990 -0.195
C -3.073 -1.036 1.907 -0.168
C -4.366 -1.334 1.541 -0.301
C -4.608 -1.723 0.217 -0.170
C -3.587 -1.795 -0.700 -0.305
C -2.250 -1.484 -0.353 0.384
O -1.288 -1.615 -1.217 -0.767
H 0.688 -1.564 2.915 0.253
H -1.030 -1.737 3.341 0.224
H -0.186 -0.176 3.490 0.245
H 5.086 -0.768 2.541 0.234
H 3.515 -1.367 2.034 0.242
H 4.269 -2.046 4.628 0.207
H 3.413 -1.683 6.908 0.210
H 2.129 0.371 7.438 0.211
H 1.695 2.032 5.655 0.210
H 2.545 1.649 3.366 0.229
H -2.872 -0.727 2.926 0.203
H -5.171 -1.271 2.260 0.209
H -5.616 -1.980 -0.089 0.206
H -3.767 -2.107 -1.722 0.215
N -1.182 1.715 -4.868 -0.507
C -0.382 0.725 -5.426 0.088
C -0.069 0.397 -6.743 -0.228
C 0.768 -0.685 -6.919 -0.200
C 1.275 -1.417 -5.829 -0.214
C 0.958 -1.089 -4.529 -0.204
C 0.113 0.002 -4.346 0.170
N -0.386 0.553 -3.175 -0.461
C -1.144 1.560 -3.524 0.398
C -1.842 2.396 -2.539 0.064
C -2.542 3.540 -2.734 -0.431
S -3.101 4.125 -1.239 0.475
C -2.358 2.803 -0.446 -0.115
N -1.744 1.981 -1.233 -0.431
H -1.707 2.411 -5.367 0.423
H -0.455 0.958 -7.583 0.220
H 1.039 -0.981 -7.924 0.219
H 1.929 -2.258 -6.021 0.222
H 1.336 -1.637 -3.676 0.249
H -2.749 4.064 -3.654 0.246
H -2.416 2.673 0.626 0.240
```

Summary:
net charge	0
energy	-2674.880536	Eh
energy above the lowest of the compared OMol25 structures with the same formula, charge and spin	0.319	eV
LUMO	-0.009	Eh
maximum force	0.028	Eh/bohr
Kohn-Sham gap	6.66	eV

=====

Record 3
C26H21O6S3 | ωB97M-V/def2-TZVPD

```
56
Properties=species:S:1:pos:R:3:nbo_charge:R:1
O 1.987 -2.308 -0.615 -0.942
S 1.725 -1.144 -1.429 2.202
O 1.539 -1.253 -2.863 -0.980
C 0.346 -0.298 -0.735 -0.981
C -0.834 -1.037 -0.141 -0.439
C -1.027 -2.533 -0.578 -0.024
C -0.732 -2.965 -1.877 -0.192
C -0.734 -4.333 -2.195 -0.219
C -1.210 -5.274 -1.271 -0.223
C -1.659 -4.822 -0.027 -0.240
C -1.585 -3.463 0.291 -0.166
S -0.685 -1.014 1.684 2.098
O 0.617 -1.590 1.918 -0.930
O -1.908 -1.593 2.262 -1.002
C -0.730 0.482 2.754 -0.283
C 0.427 1.228 2.970 -0.174
C 0.444 2.212 3.965 -0.167
C -0.655 2.369 4.815 -0.223
C -1.765 1.536 4.673 -0.245
C -1.808 0.593 3.648 -0.178
S 0.377 1.429 -0.908 2.194
O 1.109 1.769 -2.111 -0.969
O 0.706 2.101 0.336 -0.978
C -1.322 1.877 -1.256 -0.334
C -1.725 1.903 -2.591 -0.136
C -3.059 2.172 -2.888 -0.226
C -3.977 2.382 -1.854 -0.218
C -3.563 2.346 -0.519 -0.222
C -2.217 2.134 -0.213 -0.199
C 3.142 -0.056 -1.258 -0.296
C 3.790 0.414 -2.399 -0.157
C 4.873 1.280 -2.259 -0.228
C 5.328 1.633 -0.988 -0.233
C 4.700 1.112 0.152 -0.160
C 3.617 0.245 0.019 -0.208
H -1.720 -0.465 -0.437 0.254
H -0.519 -2.239 -2.658 0.246
H -0.347 -4.652 -3.162 0.208
H -1.279 -6.330 -1.532 0.199
H -2.062 -5.496 0.725 0.200
H -1.977 -3.162 1.256 0.251
H 1.307 1.035 2.362 0.255
H 1.333 2.829 4.079 0.203
H -0.634 3.113 5.614 0.204
H -2.611 1.577 5.360 0.207
H -2.661 -0.071 3.555 0.251
H -0.990 1.709 -3.369 0.242
H -3.367 2.201 -3.934 0.207
H -5.027 2.567 -2.090 0.206
H -4.271 2.479 0.297 0.212
H -1.859 2.158 0.816 0.244
H 3.435 0.109 -3.380 0.243
H 5.350 1.661 -3.162 0.204
H 6.186 2.300 -0.886 0.202
H 5.052 1.359 1.154 0.197
H 3.131 -0.215 0.880 0.244
```

Summary:
net charge	-1
energy	-2649.332838	Eh
LUMO	0.102	Eh
maximum force	0.048	Eh/bohr
Kohn-Sham gap	7.25	eV
structure (SMILES)	O=S(=O)(C([C@@H](c1ccccc1)S(=O)(=O)c1ccccc1)=[S@](=O)([O-])c1ccccc1)c1ccccc1

=====

Record 4
C26H22Br4CrN4O4S | ωB97M-V/def2-TZVPD

```
62
Properties=species:S:1:pos:R:3:nbo_charge:R:1
Cr 0.122 0.646 0.342 1.337
O -1.114 0.206 -1.104 -0.712
C -2.400 0.080 -1.047 0.394
C -3.160 0.218 -2.235 -0.292
C -4.517 0.000 -2.254 -0.178
C -5.208 -0.368 -1.092 -0.310
C -4.496 -0.481 0.081 -0.142
C -3.117 -0.243 0.139 -0.192
C -2.477 -0.357 1.431 0.224
N -1.276 -0.019 1.698 -0.473
C -0.816 -0.108 3.089 -0.227
C 0.708 0.062 3.136 -0.239
N 1.015 1.081 2.149 -0.440
C 1.673 2.144 2.391 0.203
C 1.681 3.264 1.483 -0.249
C 2.658 4.259 1.620 -0.134
C 2.633 5.398 0.853 -0.293
C 1.579 5.567 -0.055 -0.183
C 0.593 4.622 -0.193 -0.238
C 0.612 3.418 0.551 0.419
O -0.346 2.552 0.398 -0.706
H -2.621 0.498 -3.132 0.219
H -5.059 0.113 -3.186 0.202
H -6.274 -0.548 -1.113 0.205
H -5.004 -0.762 0.998 0.203
H -3.111 -0.733 2.236 0.181
H -1.122 -1.057 3.536 0.216
H -1.274 0.715 3.646 0.191
H 1.194 -0.866 2.839 0.240
H 1.034 0.352 4.139 0.186
H 2.188 2.258 3.351 0.170
H 3.453 4.106 2.342 0.200
H 3.410 6.146 0.945 0.204
H 1.542 6.462 -0.667 0.200
H -0.217 4.750 -0.900 0.211
Br 6.186 -2.366 0.958 0.057
C 4.781 -1.241 0.376 -0.178
C 5.044 -0.061 -0.296 -0.145
Br 6.826 0.469 -0.650 0.058
C 3.984 0.761 -0.720 -0.193
Br 4.255 2.384 -1.644 0.068
C 2.665 0.412 -0.471 0.254
O 1.617 1.103 -0.858 -0.699
C 2.397 -0.798 0.249 0.313
O 1.127 -1.048 0.500 -0.779
C 3.448 -1.600 0.648 -0.199
Br 2.987 -3.195 1.561 0.050
S -2.119 -3.602 1.350 -0.397
C -1.616 -3.383 -0.254 0.342
N -0.356 -3.098 -0.578 -0.604
C 0.100 -2.773 -1.922 -0.226
C -0.746 -3.525 -2.933 -0.414
C -2.211 -3.235 -2.656 -0.217
N -2.500 -3.548 -1.265 -0.614
H 0.252 -2.787 0.172 0.459
H 1.149 -3.064 -1.997 0.209
H 0.036 -1.693 -2.080 0.226
H -0.562 -4.599 -2.842 0.203
H -0.487 -3.217 -3.946 0.215
H -2.860 -3.845 -3.286 0.195
H -2.428 -2.184 -2.867 0.204
H -3.454 -3.643 -0.963 0.415
```

Summary:
net charge	-1
energy	-13262.953533	Eh
energy above the lowest of the compared OMol25 structures with the same formula, charge and spin	0.000	eV
spin multiplicity	4
LUMO (alpha / beta)	0.091 / 0.091	Eh
maximum force	0.011	Eh/bohr
Kohn-Sham gap (alpha / beta)	7.04 / 7.23	eV